Entry 1:
The following is a DFT calculation (ωB97M-V with the def2-TZVPD basis set) of a 2-piece molecular cluster, C5H5N overall.

The geometry in ORCA input format:
```
! RIJCOSX wB97M-V def2-TZVPD def2/J DEFGRID3
* xyz 0 1
C -0.9138 -0.1411 0.4123
C 1.6291 0.8304 -0.9559
C -0.4040 0.5915 1.4021
N 1.1951 1.7033 -1.5853
C -0.4271 -1.4228 0.0746
C -0.0448 -2.5263 -0.2101
H 0.7890 2.4317 -2.1347
H -1.7460 0.2112 -0.1775
H -0.8059 1.5624 1.6452
H 0.4199 0.2415 1.9929
H 0.3084 -3.4819 -0.4636
*
```

For the molar mass, the calculation gives 79.1 g mol⁻¹. As for the energy relative to the best compared isomer or geometry (same formula, charge and spin): 3.928 eV. As for the lowest unoccupied orbital energy: 1.08 eV. For the HOMO energy, the calculation gives -9.06 eV. The calculation puts the gap between HOMO and LUMO at 10.1 eV.

Atomic partial charges in e from the natural (NBO) method, atoms 1 to 5:
1. C -0.286
2. C 0.303
3. C -0.321
4. N -0.749
5. C -0.024

Entry 2:
The following is a DFT calculation (ωB97M-V with the def2-TZVPD basis set) of a 5-piece molecular cluster, C5H20N10O5 overall in a non-equilibrium geometry.

The geometry in ORCA input format:
```
! RIJCOSX wB97M-V def2-TZVPD def2/J DEFGRID3
* xyz 0 1
C 22.6121 -14.6039 28.3596
O 22.7281 -15.8284 28.2887
N 21.4537 -13.9439 28.6347
N 23.6475 -13.7704 28.0545
H 21.3829 -12.9661 28.4338
H 20.5981 -14.4427 28.7991
H 23.5447 -12.8067 28.3069
H 24.5441 -14.2229 28.0084
C 24.2509 -15.5686 22.2623
O 24.5012 -15.0412 23.3673
N 24.8498 -15.1482 21.1369
N 23.1732 -16.3642 22.1195
H 24.6749 -15.3429 20.1725
H 25.6671 -14.6081 21.3846
H 22.7138 -16.8229 22.8936
H 22.9972 -16.7007 21.1887
C 21.6171 -17.3705 25.3261
O 21.3103 -17.6878 24.1471
N 22.8098 -16.8664 25.6824
N 20.7832 -17.6064 26.3472
H 23.5078 -16.6503 24.9878
H 22.9742 -16.6361 26.6551
H 19.8807 -18.0653 26.2553
H 21.0431 -17.4586 27.3082
C 17.1942 -18.5862 26.9287
O 18.2966 -18.1849 27.2849
N 16.9374 -18.8772 25.6101
N 16.0878 -18.7183 27.7078
H 17.7900 -18.7977 25.0689
H 16.3140 -19.5709 25.2378
H 16.0159 -18.3463 28.6375
H 15.2027 -18.9325 27.2890
C 18.3096 -18.3304 22.5646
O 17.1506 -18.4178 22.1808
N 18.9706 -19.3868 23.1453
N 19.1147 -17.2041 22.5369
H 18.4117 -20.2062 23.2929
H 19.9168 -19.1966 23.4424
H 20.0058 -17.1882 23.0232
H 18.7490 -16.3968 22.0663
*
```

For the molar mass, the calculation gives 300.3 g mol⁻¹. As for the energy relative to the best compared isomer or geometry (same formula, charge and spin): 0.018 eV. As for the lowest unoccupied orbital energy: 0.59 eV. For the HOMO energy, the calculation gives -9.25 eV. The calculation puts the gap between HOMO and LUMO at 9.8 eV.

Atomic partial charges in e from the natural (NBO) method, atoms 1 to 5:
1. C 0.791
2. O -0.706
3. N -0.835
4. N -0.827
5. H 0.388

Entry 3:
The following is a DFT calculation (ωB97M-V with the def2-TZVPD basis set) of a 11-piece molecular cluster, C26H53Cl20O6P overall in a non-equilibrium geometry.

The geometry in ORCA input format:
```
! RIJCOSX wB97M-V def2-TZVPD def2/J DEFGRID3
* xyz 0 1
C -2.9518 0.8280 3.5225
C -4.0683 1.5348 2.6510
C -3.2695 2.3349 1.5388
C -3.1112 1.3540 0.3230
O -2.3906 2.0755 -0.7256
P -0.8156 1.7078 -0.6924
O -0.2685 1.5791 0.6646
O -0.1141 2.9325 -1.5198
O -0.7149 0.3002 -1.5390
C 0.6020 -0.2553 -1.4615
C 0.5956 -1.3808 -0.3660
O -0.3460 -1.5947 0.2802
O 1.7673 -2.1155 -0.2577
H -2.1985 0.3635 2.8428
H -3.3799 0.0899 4.2248
H -2.4196 1.6545 4.0464
H -4.7219 0.7488 2.2168
H -4.6248 2.3036 3.2328
H -2.2544 2.5516 1.9262
H -3.8103 3.2353 1.1874
H -4.1408 1.1586 -0.0404
H -2.6331 0.4005 0.6225
H 0.8065 3.0045 -1.2142
H 0.8137 -0.7014 -2.4586
H 1.3941 0.4770 -1.1957
H 2.4132 -1.5371 0.1920
Cl -7.5481 0.1812 3.6872
C -6.6534 -0.9985 4.6785
C -6.4540 -0.5166 6.0963
Cl -5.3312 0.8621 6.1827
H -5.7024 -1.2000 4.1874
H -7.2388 -1.9181 4.6808
H -6.0225 -1.3150 6.7002
H -7.3954 -0.2149 6.5527
Cl -0.5214 3.5255 -5.3709
C -1.8122 2.6316 -4.5261
C -2.6549 1.8154 -5.4758
Cl -3.6488 2.8409 -6.5433
H -2.4140 3.3503 -3.9727
H -1.3227 1.9733 -3.8089
H -3.3429 1.1864 -4.9113
H -2.0418 1.1709 -6.1035
Cl -4.4845 4.2081 4.3935
C -5.1322 5.6908 3.6485
C -6.3677 6.1918 4.3578
Cl -7.7607 5.1056 4.1271
H -5.3303 5.4817 2.5982
H -4.3443 6.4423 3.7036
H -6.6541 7.1640 3.9567
H -6.1977 6.3001 5.4276
Cl -0.9694 2.1623 5.9869
C 0.6432 1.5951 6.4918
C 1.3658 0.8753 5.3778
Cl 0.6070 -0.6884 4.9826
H 0.5193 0.9580 7.3659
H 1.2103 2.4771 6.7900
H 2.3913 0.6602 5.6808
H 1.3961 1.4743 4.4682
Cl -4.5684 3.6688 -12.0202
C -3.4780 3.4477 -10.6290
C -2.0261 3.4154 -11.0406
Cl -1.6213 1.9494 -11.9707
H -3.7688 2.5332 -10.1143
H -3.6512 4.2875 -9.9566
H -1.3925 3.4122 -10.1535
H -1.7632 4.2818 -11.6451
Cl 5.0878 -5.9949 1.1057
C 4.1938 -5.1929 2.4220
C 3.3471 -4.0475 1.9216
Cl 4.3386 -2.6779 1.3539
H 4.9160 -4.8622 3.1668
H 3.5559 -5.9499 2.8778
H 2.7205 -3.6702 2.7299
H 2.6983 -4.3543 1.1035
Cl 4.5136 -0.3796 5.4093
C 5.4454 -1.2894 6.6245
C 4.5593 -2.1732 7.4694
Cl 3.4981 -1.2271 8.5433
H 5.9961 -0.5746 7.2333
H 6.1659 -1.8998 6.0799
H 5.1733 -2.8075 8.1086
H 3.9307 -2.8147 6.8539
Cl -3.7659 7.1015 -9.9319
C -3.6844 7.1941 -8.1532
C -4.8772 6.5450 -7.4912
Cl -6.3809 7.4594 -7.7673
H -3.5936 8.2423 -7.8740
H -2.7711 6.6801 -7.8519
H -4.7243 6.5068 -6.4128
H -5.0305 5.5281 -7.8495
Cl 7.7130 -11.0467 -1.0614
C 7.0555 -9.5730 -1.8172
C 5.8402 -9.0508 -1.0881
Cl 4.4315 -10.1291 -1.2646
H 6.8310 -9.7994 -2.8585
H 7.8491 -8.8226 -1.7916
H 5.5510 -8.0833 -1.4999
H 6.0361 -8.9240 -0.0244
Cl 11.8942 -7.7889 -0.9039
C 11.2329 -6.3171 -1.6575
C 10.0117 -5.8052 -0.9315
Cl 8.6129 -6.8949 -1.1196
H 11.0137 -6.5408 -2.7002
H 12.0207 -5.5644 -1.6275
H 9.7167 -4.8387 -1.3401
H 10.2007 -5.6810 0.1333
*
```

For the molar mass, the calculation gives 1201.7 g mol⁻¹. As for the lowest unoccupied orbital energy: 0.01 eV. For the HOMO energy, the calculation gives -10.20 eV. The calculation puts the gap between HOMO and LUMO at 10.2 eV.

Atomic partial charges in e from the Mulliken method, atoms 1 to 5:
1. C -0.479
2. C -0.114
3. C -0.223
4. C -0.664
5. O -0.351

Entry 4:
The following is a DFT calculation (ωB97M-V with the def2-TZVPD basis set) of a 4-piece molecular cluster, C15H20F4IO9 overall.

The geometry in ORCA input format:
```
! RIJCOSX wB97M-V def2-TZVPD def2/J DEFGRID3
* xyz -1 1
C 2.1480 -2.6917 -0.7704
C 1.1385 -1.6660 -0.2326
I 1.6571 -1.1135 1.8034
C 1.0303 -0.4119 -1.1233
C -0.1691 0.4844 -0.9639
C -1.4205 -0.0078 -1.4700
F -1.2918 -1.0805 -2.3609
F -2.1420 0.9443 -2.3040
C -2.4645 -0.4068 -0.3898
F -2.5224 -1.7692 -0.2856
F -3.7464 -0.0083 -0.6399
H 1.6170 -3.5596 -1.1772
H 2.8375 -3.0665 -0.0108
H 2.7384 -2.2401 -1.5744
H 0.1488 -2.1160 -0.1297
H 1.9562 0.1687 -0.9762
H 1.0630 -0.8102 -2.1487
H -0.3047 0.7728 0.0835
H -2.1730 -0.0102 0.5850
C 1.7856 3.7033 0.6737
C 1.6453 4.5782 1.9115
O 0.5662 3.9515 2.6085
C 0.4698 2.6591 2.1755
O -0.2539 1.8427 2.6451
O 1.3100 2.4519 1.1520
H 2.8084 3.5910 0.3253
H 1.1483 4.0219 -0.1526
H 2.5369 4.5428 2.5415
H 1.3864 5.6125 1.6999
C -2.8231 1.1050 -6.1228
C -1.5321 0.9904 -5.3356
O -0.6318 1.7830 -6.1404
C -1.3518 2.6537 -6.8647
O -0.9016 3.5523 -7.5068
O -2.6743 2.3745 -6.7738
H -3.7115 1.1137 -5.4984
H -2.9182 0.3369 -6.8934
H -1.6053 1.4234 -4.3411
H -1.1477 -0.0213 -5.2516
C -0.0483 -3.0021 6.5991
C 0.6284 -2.5918 5.3027
O 1.6325 -3.6055 5.1592
C 1.2540 -4.6953 5.8540
O 1.7879 -5.7570 5.8124
O 0.1697 -4.4161 6.6217
H -1.1151 -2.7989 6.6230
H 0.4310 -2.5638 7.4767
H -0.0448 -2.6341 4.4468
H 1.0983 -1.6137 5.3383
*
```

For the molar mass, the calculation gives 547.2 g mol⁻¹. As for the lowest unoccupied orbital energy: 2.31 eV. For the HOMO energy, the calculation gives -3.14 eV. The calculation puts the gap between HOMO and LUMO at 5.5 eV.

Atomic partial charges in e from the natural (NBO) method, atoms 1 to 5:
1. C -0.652
2. C -0.244
3. I -0.040
4. C -0.451
5. C -0.689

Entry 5:
The following is a DFT calculation (ωB97M-V with the def2-TZVPD basis set) of one molecule with the formula C22H22N4O2S2 in a non-equilibrium geometry.

The geometry in ORCA input format:
```
! RIJCOSX wB97M-V def2-TZVPD def2/J DEFGRID3
* xyz 0 1
C 4.2007 7.2719 2.7482
H 3.1830 7.5244 2.4340
O 4.7410 6.2349 1.9648
C 4.1159 5.0286 1.9585
C 2.9731 4.7178 2.6893
C 2.4184 3.4538 2.6040
C 2.9960 2.4841 1.7963
C 4.1426 2.7877 1.0676
C 4.6915 4.0477 1.1475
H 5.5771 4.3008 0.5877
H 4.6010 2.0357 0.4447
N 2.4209 1.2074 1.7270
C 1.8404 0.4925 2.7389
N 1.3833 -0.6384 2.3026
N 1.6356 -0.7100 0.9862
C 2.2545 0.3873 0.6417
S 2.7483 0.7814 -0.9726
C 1.5659 -0.3056 -1.8139
H 1.7705 -1.3300 -1.5082
C 0.1383 0.0887 -1.4515
O -0.0964 1.1183 -0.8509
C -0.8619 -0.8640 -1.8779
C -2.2116 -0.8334 -1.5409
N -2.8094 -1.9050 -2.1171
C -1.8761 -2.6438 -2.8094
C -0.6699 -2.0245 -2.6832
H 0.2498 -2.3532 -3.1227
C -2.2383 -3.8919 -3.5314
H -2.6878 -4.6171 -2.8529
H -2.9465 -3.6926 -4.3369
H -1.3432 -4.3294 -3.9636
C -4.1867 -2.2833 -1.9553
C -4.3528 -3.2938 -0.8590
C -3.5242 -3.5517 0.1868
C -4.0154 -4.5713 1.0364
C -5.2055 -5.0691 0.6236
S -5.7586 -4.3095 -0.8185
H -5.8040 -5.8376 1.0702
H -3.4979 -4.9113 1.9148
H -2.5908 -3.0429 0.3502
H -4.7745 -1.3869 -1.7286
H -4.5638 -2.6982 -2.8956
C -2.9452 0.1368 -0.6917
H -3.4701 -0.3719 0.1170
H -3.6732 0.6990 -1.2789
H -2.2313 0.8375 -0.2693
H 1.7379 -0.1861 -2.8836
H 1.8030 0.8236 3.7556
H 1.5205 3.2265 3.1586
H 2.4993 5.4505 3.3227
H 4.2007 7.0142 3.8123
H 4.8500 8.1308 2.5868
*
```

For the molar mass, the calculation gives 438.6 g mol⁻¹. As for the energy relative to the best compared isomer or geometry (same formula, charge and spin): 2.272 eV. As for the lowest unoccupied orbital energy: 0.66 eV. For the HOMO energy, the calculation gives -8.05 eV. The calculation puts the gap between HOMO and LUMO at 8.7 eV.

Atomic partial charges in e from the natural (NBO) method, atoms 1 to 5:
1. C -0.253
2. H 0.178
3. O -0.488
4. C 0.306
5. C -0.314

Entry 6:
The following is a DFT calculation (ωB97M-V with the def2-TZVPD basis set) of one molecule with the formula C21H28N4O4 in a non-equilibrium geometry.

The geometry in ORCA input format:
```
! RIJCOSX wB97M-V def2-TZVPD def2/J DEFGRID3
* xyz 0 1
C 2.5656 3.6314 -0.4334
C 3.7799 3.4698 0.4733
C 3.5858 4.1084 1.8482
C 2.4955 3.4447 2.6916
N 2.7959 2.0513 2.9702
C 2.1651 1.0453 2.3027
N 1.2121 1.1682 1.3616
C 0.8878 -0.0742 1.0139
N 1.6075 -0.9991 1.6982
C 2.4413 -0.2973 2.5382
C 3.4394 -0.7196 3.4715
O 3.8036 -1.8483 3.7367
N 4.0049 0.3918 4.0932
C 3.7492 1.7419 3.9117
O 4.3358 2.5823 4.5546
H 4.7203 0.1937 4.7840
C 1.6141 -2.4316 1.5819
H 2.5824 -2.7966 1.9229
H 0.8438 -2.8768 2.2157
H 1.4452 -2.7239 0.5459
C -0.1019 -0.3550 -0.0102
C -0.9416 -1.4628 0.0370
C -1.8815 -1.7063 -0.9541
C -1.9634 -0.8481 -2.0623
C -1.1514 0.2910 -2.0738
C -0.2511 0.5452 -1.0677
H 0.3683 1.4264 -1.0949
H -1.2512 0.9636 -2.9111
O -2.7800 -0.9933 -3.1313
C -3.2295 -2.2845 -3.5207
C -3.5027 -2.2487 -5.0222
C -4.6681 -1.3274 -5.3591
H -4.8200 -1.2831 -6.4346
H -4.4646 -0.3246 -4.9937
H -5.5845 -1.6862 -4.8953
H -2.6022 -1.9028 -5.5322
H -3.7175 -3.2654 -5.3555
H -2.4654 -3.0337 -3.2892
H -4.1495 -2.5456 -2.9846
O -2.7132 -2.8067 -0.8106
C -3.9754 -2.5097 -0.2289
C -3.8956 -2.1757 1.2565
H -3.3303 -1.2593 1.4136
H -4.8994 -2.0382 1.6488
H -3.4144 -2.9864 1.7982
H -4.5648 -3.4179 -0.3803
H -4.4536 -1.6784 -0.7658
H -0.9174 -2.1472 0.8692
H 2.4219 3.9651 3.6501
H 1.5332 3.4624 2.1816
H 3.3201 5.1600 1.7260
H 4.5222 4.0606 2.4068
H 4.6478 3.9354 0.0007
H 4.0031 2.4069 0.5915
H 2.7870 3.2505 -1.4281
H 2.2922 4.6808 -0.5212
H 1.7195 3.0778 -0.0353
*
```

For the molar mass, the calculation gives 400.5 g mol⁻¹. As for the energy relative to the best compared isomer or geometry (same formula, charge and spin): 1.945 eV. As for the lowest unoccupied orbital energy: 0.46 eV. For the HOMO energy, the calculation gives -8.01 eV. The calculation puts the gap between HOMO and LUMO at 8.5 eV.

Atomic partial charges in e from the natural (NBO) method, atoms 1 to 5:
1. C -0.624
2. C -0.397
3. C -0.406
4. C -0.218
5. N -0.426